Molecular formula: C3H2ClFN2S
Method: DFT, ωB97M-V with the def2-TZVPD basis set

Structure (XYZ):
```
10
Properties=species:S:1:pos:R:3:forces:R:3
F 1.81430 -0.51987 -1.68104 -1.71 -1.06 0.80
C 0.71378 -0.41638 -0.82732 4.96 1.51 -3.59
N -0.13023 -1.31106 -0.49977 -1.75 -3.93 0.87
C -0.88494 -0.78958 0.44384 -0.84 1.58 -0.46
S -2.40633 -1.40381 1.25208 2.98 -2.02 -1.16
N -0.47533 0.50795 0.58583 -2.34 2.68 1.77
C 0.54722 0.76965 -0.26951 0.39 1.52 1.13
Cl 1.58705 2.16304 -0.21187 -0.91 -0.75 -0.06
H -1.75386 -2.71209 1.14139 -1.48 1.92 0.39
H -1.07079 1.31995 0.87190 0.71 -1.45 0.30
```
Positions in Å, forces in eV/Å.

Properties
* HOMO-LUMO gap: 9.07 eV
* HOMO: -8.737 eV
* E: -32197.408 eV
* LUMO level: 0.333 eV
* structure (SMILES): Fc1nc(S)[nH]c1Cl